Arrangement A

Molecular formula: C6H14O3
Method: DFT, ωB97M-V/def2-TZVPD

Molecular weight   134.175 g mol⁻¹
Orbital gap   10.814 eV
LUMO energy   0.880 eV
Total charge   0
SMILES string   CC(C)CO.COC=O

Positions of all 23 atoms, in Å:
C: -0.930 -1.266 1.938
C: 0.218 -0.265 1.831
C: 1.487 -0.955 1.332
C: -0.219 0.908 0.929
O: 0.830 1.681 0.409
H: -0.669 -2.064 2.627
H: -1.153 -1.708 0.969
H: -1.832 -0.776 2.311
H: 0.433 0.139 2.825
H: 1.324 -1.445 0.374
H: 1.799 -1.705 2.059
H: 2.299 -0.233 1.220
H: -0.835 1.601 1.512
H: -0.850 0.517 0.116
H: 1.310 1.140 -0.236
C: -0.696 1.415 -3.011
O: -1.068 0.130 -2.510
C: -0.113 -0.562 -1.925
O: 1.027 -0.225 -1.780
H: -0.472 2.087 -2.175
H: 0.183 1.335 -3.644
H: -1.552 1.786 -3.570
H: -0.521 -1.534 -1.599

=====

Arrangement B

Molecular formula: C6H14O3
Method: DFT, ωB97M-V/def2-TZVPD

Molecular weight   134.175 g mol⁻¹
Orbital gap   11.262 eV
LUMO energy   0.712 eV
Total charge   0
SMILES string   CC[C@@H](C)CC(=O)O.O

Positions of all 23 atoms, in Å:
C: 2.438 1.277 1.245
C: 1.270 0.295 1.583
C: 0.176 0.266 0.565
C: 0.579 0.268 -0.921
C: -0.797 -0.934 0.747
C: -2.195 -0.705 0.296
O: -2.925 -1.355 -0.403
O: -2.701 0.443 0.893
H: 2.073 2.168 0.733
H: 2.979 1.563 2.140
H: 3.077 0.720 0.563
H: 0.904 0.477 2.592
H: 1.800 -0.671 1.581
H: -0.512 1.091 0.785
H: 1.145 -0.662 -1.045
H: -0.299 0.146 -1.552
H: 1.114 1.169 -1.205
H: -0.479 -1.936 0.466
H: -0.921 -1.072 1.836
H: -3.653 0.468 0.704
O: -0.794 -0.757 -4.011
H: -0.530 -1.445 -3.434
H: -1.750 -0.815 -4.157

=====

Arrangement C

Molecular formula: C6H14O3
Method: DFT, ωB97M-V/def2-TZVPD

Molecular weight   134.175 g mol⁻¹
Orbital gap   10.118 eV
LUMO energy   0.852 eV
Total charge   0

Positions of all 23 atoms, in Å:
C: 1.255 0.702 -0.838
C: 0.594 -0.672 -0.667
C: 1.606 1.430 0.461
C: 1.286 -1.664 0.272
H: 2.171 0.569 -1.423
H: 0.584 1.319 -1.442
H: -0.400 -0.247 0.463
H: 0.629 -1.133 -1.657
H: 2.329 -1.801 -0.025
H: 0.716 1.634 1.059
H: 2.074 2.390 0.239
H: 2.297 0.852 1.074
H: 1.268 -1.319 1.306
H: 0.785 -2.631 0.227
C: -2.068 1.096 1.111
C: -1.261 -0.676 -0.852
O: -1.469 -0.183 0.944
O: -1.606 -1.980 -0.781
O: -1.713 0.149 -1.598
H: -2.376 -2.098 -1.356
H: -3.131 0.960 1.312
H: -1.610 1.602 1.963
H: -1.961 1.701 0.206

=====

Which one sits at the top of the stability order? arrangement B does.

=====

Arrangement A

Molecular formula: C8H7NO2
Method: DFT, ωB97M-V/def2-TZVPD

Molecular weight   149.149 g mol⁻¹
Orbital gap   8.305 eV
LUMO energy   -1.087 eV
Total charge   0
SMILES string   O=[N+]([O-])/C=C/c1ccccc1

Positions of all 18 atoms, in Å:
O: -0.387 0.541 4.583
N: 0.213 0.843 3.563
O: 1.272 1.565 3.595
C: -0.226 0.261 2.306
C: 0.571 0.623 1.165
C: 0.167 0.063 -0.193
C: -0.826 -0.872 -0.398
C: -1.199 -1.276 -1.643
C: -0.361 -0.782 -2.808
C: 0.666 0.065 -2.595
C: 0.946 0.483 -1.248
H: -1.032 -0.374 2.225
H: 1.383 1.224 1.213
H: -1.623 -1.253 0.342
H: -1.961 -2.018 -1.743
H: -0.674 -1.026 -3.851
H: 1.391 0.527 -3.470
H: 1.681 1.408 -1.042

=====

Arrangement B

Molecular formula: C8H7NO2
Method: DFT, ωB97M-V/def2-TZVPD

Molecular weight   149.149 g mol⁻¹
Orbital gap   8.749 eV
LUMO energy   -0.233 eV
Total charge   0
SMILES string   O=C[C@H]1ON1c1ccccc1

Positions of all 18 atoms, in Å:
O: 1.507 0.303 4.555
C: 1.364 1.093 3.668
C: 0.275 1.065 2.637
O: 0.139 2.238 1.806
N: 0.959 1.240 1.143
C: 0.343 0.440 0.139
C: -0.813 0.837 -0.592
C: -1.319 0.205 -1.724
C: -0.694 -1.023 -2.070
C: 0.463 -1.427 -1.369
C: 1.009 -0.719 -0.283
H: 1.869 1.990 3.387
H: -0.554 0.307 2.469
H: -1.218 1.830 -0.185
H: -2.192 0.529 -2.175
H: -1.096 -1.670 -2.730
H: 1.119 -2.138 -1.762
H: 1.935 -1.159 0.186

=====

Which one sits at the top of the stability order? arrangement B does.

=====

Arrangement A

Molecular formula: C5H20N2O5
Method: DFT, ωB97M-V/def2-TZVPD

Molecular weight   188.224 g mol⁻¹
Orbital gap   10.073 eV
LUMO energy   0.335 eV
Total charge   0
SMILES string   CC(C)CNC(N)=O.O.O.O.O

Positions of all 32 atoms, in Å:
C: 0.280 2.872 1.418
C: 0.752 2.063 0.286
C: 1.090 2.853 -1.003
C: -0.356 1.037 -0.019
N: 0.306 0.014 -0.862
C: -0.398 -0.702 -1.835
N: 0.166 -2.043 -2.151
O: -1.370 -0.247 -2.486
H: 0.739 2.613 2.442
H: -0.786 2.959 1.559
H: 0.560 3.949 1.457
H: 1.545 1.516 0.584
H: 2.200 2.645 -1.290
H: 0.955 3.912 -0.785
H: 0.583 2.762 -1.796
H: -0.558 0.836 1.008
H: -1.022 1.760 -0.552
H: 1.049 -0.501 -0.313
H: 1.035 -2.292 -1.809
H: 0.113 -2.306 -3.193
O: -3.358 -1.617 -0.328
H: -2.525 -1.465 -0.803
H: -3.911 -0.856 -0.700
O: 1.324 -3.145 0.732
H: 0.593 -2.851 1.436
H: 0.817 -3.251 -0.030
O: 2.393 -0.914 0.963
H: 2.457 -1.996 1.109
H: 1.864 -0.548 1.735
O: -1.784 -2.530 1.848
H: -2.071 -1.589 1.880
H: -2.685 -2.940 1.498

=====

Arrangement B

Molecular formula: C5H20N2O5
Method: DFT, ωB97M-V/def2-TZVPD

Molecular weight   188.224 g mol⁻¹
Orbital gap   9.817 eV
LUMO energy   0.444 eV
Total charge   0
SMILES string   NCNCCCC=O.O.O.O.O

Positions of all 32 atoms, in Å:
N: -1.960 -2.146 -0.630
C: -2.291 -0.895 0.090
N: -1.736 0.265 -0.626
C: -0.263 0.179 -0.857
C: 0.284 1.655 -0.790
C: 1.781 1.640 -1.119
C: 2.529 0.696 -0.174
O: 3.265 -0.146 -0.621
H: -1.045 -2.507 -0.372
H: -2.637 -2.879 -0.463
H: -1.808 -0.965 1.069
H: -3.331 -0.603 0.081
H: -2.112 0.452 -1.544
H: -0.056 -0.204 -1.863
H: 0.316 -0.431 -0.154
H: 0.029 2.049 0.189
H: -0.383 2.389 -1.265
H: 2.070 1.391 -2.150
H: 2.202 2.643 -0.975
H: 2.335 0.884 0.881
O: -1.750 2.745 1.372
H: -1.607 1.961 0.816
H: -2.440 3.330 1.054
O: 0.203 2.028 3.089
H: 0.281 2.535 2.300
H: -0.711 1.749 3.141
O: 0.291 -3.532 -1.985
H: 1.036 -2.927 -2.046
H: -0.462 -2.980 -2.230
O: 0.537 -2.048 1.374
H: 1.314 -2.596 1.359
H: 0.312 -2.157 2.303

=====

Which one sits at the top of the stability order? arrangement B does.